1.
DFT (ωB97M-V with the def2-TZVPD basis set) results for a structure of composition C26H52CaIN4O4PS2 in a non-equilibrium geometry.

## Properties
Orbital gap, eV: 2.27
Total charge: +2
E_LUMO, eV: -10.36
Highest occupied orbital energy, eV: -12.62
Total energy, hartree: -3654.1659
2S+1: 1

Geometry (Å):
1 C 5.6649 -2.8453 2.5014
2 C 6.4495 -1.8336 3.3687
3 C 7.3478 -0.8806 2.5627
4 C 6.6294 -0.1431 1.4132
5 C 7.5123 -0.0210 0.1621
6 C 7.7184 -1.3415 -0.6152
7 C 6.8599 -1.4089 -1.8853
8 C 5.3458 -1.2303 -1.6053
9 C 4.8481 0.1978 -1.8975
10 C 3.4699 0.2248 -2.5765
11 C 2.7518 1.5572 -2.2963
12 C 1.3857 1.5533 -2.9729
13 C 0.2935 2.4057 -2.2645
14 C -0.1050 1.6372 -0.9903
15 C -1.1966 2.4316 -0.1975
16 C -2.3033 1.4956 0.3570
17 C -3.6988 2.1694 0.1900
18 C -4.5565 1.5142 -0.9199
19 C -4.8458 0.0032 -0.7326
20 C -6.3893 -0.2438 -0.6167
21 C -6.9399 -1.1693 -1.7041
22 N -8.3637 -1.5226 -1.3684
23 C -8.4505 -2.8550 -0.8563
24 N -8.5910 -3.8280 -1.6328
25 N -8.3895 -3.0624 0.5423
26 C -4.4939 2.4376 1.4644
27 N -5.2664 1.3077 1.9693
28 O -3.6547 3.0534 2.4603
29 S -2.6650 1.9551 3.0898
30 O -1.5913 2.6776 3.6840
31 O -3.3007 1.1457 4.0626
32 C -1.9707 0.8720 1.7483
33 C -2.5460 -0.5246 2.0179
34 C -2.2134 -1.6044 1.0135
35 O -1.7015 -1.5091 -0.0245
36 I -2.7833 -3.6052 1.6577
37 P -0.1305 0.8702 2.2325
38 S 0.9547 -0.4954 1.3845
39 H 5.7502 -3.8671 2.8638
40 H 4.6033 -2.5962 2.5794
41 H 5.9415 -2.7921 1.4491
42 H 7.1103 -2.3981 4.0287
43 H 5.7792 -1.2709 4.0186
44 H 7.7178 -0.1244 3.2583
45 H 8.2171 -1.4328 2.2002
46 H 6.4214 0.8713 1.7676
47 H 5.6579 -0.5888 1.1966
48 H 8.4912 0.3168 0.5095
49 H 7.1416 0.7634 -0.5023
50 H 8.7688 -1.3886 -0.9091
51 H 7.5303 -2.2170 0.0080
52 H 7.0028 -2.3503 -2.4170
53 H 7.2125 -0.6227 -2.5592
54 H 5.1120 -1.5345 -0.5872
55 H 4.7933 -1.9170 -2.2539
56 H 4.8430 0.7832 -0.9739
57 H 5.5452 0.7054 -2.5688
58 H 2.8732 -0.5776 -2.1317
59 H 3.5727 0.0642 -3.6546
60 H 2.6836 1.6824 -1.2176
61 H 3.4011 2.3610 -2.6530
62 H 1.0158 0.5152 -2.9900
63 H 1.4723 1.9216 -4.0377
64 H -0.5878 2.6353 -2.9095
65 H 0.7672 3.3581 -2.0180
66 H 0.7891 1.6423 -0.3768
67 H -0.4519 0.6431 -1.2643
68 H -1.6200 3.1248 -0.9275
69 H -0.7549 3.0627 0.5730
70 H -2.3028 0.6701 -0.3544
71 H -3.5017 3.1681 -0.2073
72 H -5.4409 2.1270 -1.0926
73 H -3.9326 1.6112 -1.8188
74 H -4.5133 -0.5336 -1.6194
75 H -4.4243 -0.4161 0.1714
76 H -6.9632 0.6872 -0.5986
77 H -6.5803 -0.7353 0.3405
78 H -6.3826 -2.1046 -1.7290
79 H -6.9731 -0.6674 -2.6714
80 H -8.6225 -0.9137 -0.5941
81 H -8.6276 -3.4534 -2.5813
82 H -9.3228 -2.9104 0.9197
83 H -8.1680 -4.0437 0.6792
84 H -5.2122 3.2176 1.1915
85 H -6.1637 1.3356 1.4955
86 H -5.4717 1.4126 2.9608
87 H -2.1652 -0.8560 2.9873
88 H -3.6297 -0.5271 2.1554
89 H -0.1827 0.6042 3.6150
90 H 0.4087 2.1605 2.1108
91 Ca 0.2876 2.0092 -5.5864

Forces on the atoms, in the same order (eV/Å):
C -0.5107 0.5564 0.4999
C 0.5438 -0.4685 -0.2821
C -0.5852 0.0268 0.2044
C 0.3592 0.4461 0.1394
C 0.0818 -0.4512 0.3634
C 0.0424 0.4041 -0.4284
C -0.1704 -0.0747 0.4430
C 0.3460 0.1195 -0.7977
C 0.0071 -0.1289 -0.1792
C 0.0907 0.3633 1.1140
C 0.8291 -0.5954 -0.9633
C -1.2473 0.2949 0.7968
C 0.9707 -0.3743 -0.2185
C -0.4736 1.8342 0.0559
C 0.0822 -0.5874 -0.5646
C 0.1713 0.0007 -0.7051
C -0.0757 0.1644 0.0933
C 1.4610 -0.4922 0.3603
C -1.9280 0.7782 -0.3819
C 0.6408 -0.6729 0.1382
C -1.1576 0.2827 0.6592
N 0.4736 0.1154 1.0146
C -0.5113 0.1718 -0.3905
N 0.3178 -0.6298 -0.7017
N 0.0428 0.3205 0.0216
C -1.5264 0.6438 -0.7017
N 0.2979 -0.0912 0.1386
O 0.5728 -1.6117 -0.3805
S 0.9254 0.4102 1.9621
O 0.9339 1.2243 -1.0199
O -1.4958 -0.9420 -0.2444
C -0.5904 1.3080 0.0608
C 0.3644 -0.4240 0.2795
C -0.7394 -0.6992 1.8421
O 0.8257 0.6057 -2.1977
I -0.0963 0.3278 0.1302
P 0.3804 -1.0161 0.3957
S 0.1312 -0.0135 -0.2339
H 0.2053 -0.0346 -0.0836
H -0.0467 -0.1100 -0.2843
H 0.0903 -0.1723 0.0206
H -0.0374 0.0920 0.1540
H -0.0835 0.0317 -0.0884
H 0.2505 -0.0703 -0.0623
H -0.0495 -0.0292 -0.1389
H -0.1525 -0.0083 -0.0523
H 0.0300 -0.1225 -0.0777
H -0.0214 0.1338 -0.0197
H -0.0046 -0.0413 -0.0702
H -0.0227 -0.1898 -0.0490
H -0.0345 0.0664 0.1210
H 0.1726 -0.0785 0.1349
H -0.1245 -0.0126 -0.0807
H -0.0764 0.0641 0.0535
H 0.0097 -0.0045 -0.0239
H -0.1885 0.0232 -0.0126
H 0.1245 -0.0150 0.0891
H -0.1432 -0.0596 -0.2444
H -0.0325 -0.1617 -0.0188
H -0.4108 0.0175 0.0096
H -0.2524 0.2226 -0.0398
H 0.0792 -0.0022 -0.4177
H 1.1806 -0.0330 0.3139
H -0.0715 -0.1737 0.0161
H -0.2997 0.1852 0.0445
H 0.1000 -0.7719 -0.0808
H 0.2000 -0.1794 0.3178
H -0.4021 0.0041 0.1840
H 0.0131 0.0206 0.0120
H -0.0704 -0.2100 0.2862
H 0.0473 0.1250 0.2919
H -0.1596 -0.1748 0.0449
H -0.1692 0.1649 -0.0804
H 0.2993 -0.1670 0.1532
H 0.4309 0.0958 -0.1370
H 0.0794 0.0553 -0.1781
H -0.0690 -0.0413 -0.0174
H 0.2394 0.1407 -0.3033
H 0.4005 -0.1449 -0.1318
H -0.1340 0.1183 -0.2459
H -0.0009 -0.2862 -0.0467
H 0.2000 0.1157 0.2573
H -0.1978 0.0107 0.0530
H 0.2996 0.3172 0.1758
H 0.0541 -0.2159 0.0312
H 0.1529 0.0483 -0.0599
H -0.0485 -0.2088 -0.0341
H -0.0342 0.2505 -0.1082
H -0.2431 0.3603 -0.2042
H -0.4525 0.0218 0.0952
Ca -0.4100 -0.0924 0.2104

Mulliken atomic charge list, values in e, 8 entries:
1. C -0.769
2. C -0.617
3. C -0.830
4. C -0.249
5. C -0.893
6. C -0.570
7. C -1.099
8. C -0.676

2.
DFT (ωB97M-V with the def2-TZVPD basis set) results for a structure of composition C26H52Cl2N3O4Si2Y in a non-equilibrium geometry.

## Properties
Orbital gap (alpha / beta), eV: 3.04 / 3.03
Total charge: 0
E_LUMO (alpha / beta), eV: -0.49 / -0.49
Highest occupied orbital energy (alpha / beta), eV: -3.53 / -3.53
Total energy, hartree: -3024.9261
Energy above the lowest of the compared OMol25 structures with the same formula, charge and spin, kcal/mol: 83.6
2S+1: 1

Geometry (Å):
1 C -2.2468 -0.0286 -5.1949
2 C -1.6322 -0.9102 -4.1436
3 H -1.4895 0.6291 -5.6535
4 H -3.0398 0.6127 -4.7722
5 H -2.6929 -0.6725 -5.9890
6 C -0.5045 -1.6802 -4.4281
7 C 0.1408 -1.6358 -5.7385
8 H -0.1264 -2.4764 -3.7749
9 H 0.6317 -0.6742 -5.9616
10 H -0.6190 -1.8195 -6.5093
11 H 0.8798 -2.4521 -5.7578
12 Y 2.4504 0.6145 1.3587
13 Cl 3.9342 2.7124 1.1263
14 C 0.5480 -1.6869 2.3635
15 O 1.5963 -0.9557 2.5288
16 N 0.4855 -2.7929 3.0666
17 C 1.6556 -3.0609 3.8759
18 C -0.5933 -3.7597 3.0271
19 H -0.2521 -1.4258 1.6571
20 H 1.9039 -2.1386 4.4286
21 H 2.4996 -3.3149 3.2045
22 H 1.4212 -3.8893 4.5482
23 H -1.5426 -3.2931 2.7592
24 H -0.6932 -4.2187 4.0107
25 H -0.4198 -4.5812 2.3257
26 H 1.9989 4.1097 4.8997
27 H -0.4314 4.4721 5.3047
28 C 1.8334 3.4471 4.0450
29 C -0.3575 4.6525 4.2128
30 N 0.4698 3.6197 3.5939
31 H 2.0063 2.3993 4.3476
32 C 0.0377 2.8100 2.6126
33 O 0.8267 1.9670 2.0860
34 H -1.3661 4.6426 3.7724
35 H -1.0231 2.9081 2.3128
36 H 2.5429 3.6815 3.2348
37 H 0.0965 5.6534 4.0653
38 H 1.4966 -0.2227 -3.2493
39 H 2.2662 -3.0234 -3.7893
40 C 2.5951 -0.2383 -3.2251
41 C 3.2492 -2.5996 -3.5288
42 N 3.1043 -1.4585 -2.6143
43 H 2.9539 0.6436 -2.6935
44 C 3.5100 -1.5499 -1.3176
45 O 3.7484 -0.5780 -0.5466
46 H 3.8500 -3.3621 -3.0216
47 H 3.6782 -2.6229 -1.0350
48 H 2.9306 -0.2194 -4.2702
49 H 3.7539 -2.2569 -4.4430
50 O -2.1276 1.5577 -1.6977
51 C -2.3191 -1.1706 -2.9654
52 C -0.4739 -2.1928 -1.5877
53 C -1.8393 -2.1108 -2.0077
54 H 0.1867 -1.4085 -1.9607
55 C -0.0744 -3.2035 -0.7093
56 H -3.2175 -0.5531 -2.8058
57 C -2.7181 -3.1072 -1.6007
58 H 0.9672 -3.1947 -0.3347
59 C -0.9609 -4.2286 -0.4082
60 C -2.2873 -4.1693 -0.8409
61 H -3.7683 -2.9939 -1.9311
62 H -0.5839 -5.1068 0.0924
63 H -3.0047 -4.9649 -0.6236
64 Si -1.9378 3.1085 -2.1434
65 Cl 0.9546 -0.1416 -0.2549
66 C -0.0485 3.5481 -2.1293
67 C -2.2995 3.8584 -0.4236
68 C -2.1203 3.0917 -4.0005
69 H 0.6289 2.6914 -1.9318
70 H 0.1180 4.3281 -1.3723
71 H 0.1824 3.9804 -3.1108
72 H -1.4417 2.3610 -4.4345
73 H -1.8245 4.0818 -4.3431
74 H -3.1325 2.8729 -4.3438
75 H -2.5538 3.0529 0.2706
76 H -3.1379 4.5535 -0.5601
77 H -1.4012 4.3284 -0.0320
78 C -4.5840 -0.6564 -0.8950
79 Si -3.4230 0.8381 -0.7792
80 C -4.6877 2.1654 -1.1709
81 C -2.6285 0.4034 0.8462
82 H -4.8885 -1.0209 -1.8817
83 H -5.5089 -0.3078 -0.4138
84 H -4.2541 -1.5238 -0.3217
85 H -5.6594 1.6683 -1.2798
86 H -4.6930 2.8545 -0.3279
87 H -4.5073 2.7429 -2.0936
88 H -3.3089 0.7648 1.6205
89 H -1.6385 0.8326 0.9886
90 H -2.5314 -0.6771 0.9611

Forces on the atoms, in the same order (eV/Å):
C -0.0801 0.0215 -0.2058
C 1.4273 -1.7386 0.3451
H -0.2863 -0.2751 -0.0628
H 0.2823 -0.3841 -0.1661
H 0.2962 0.5227 0.3751
C -0.2883 0.8274 0.3449
C 0.3209 -0.2716 -0.7572
H -0.5246 0.5565 -0.1835
H 0.1177 -0.1591 -0.2177
H 0.3771 -0.0058 -0.5008
H -0.0133 0.3466 -0.4989
Y 1.7146 1.2076 -1.0986
Cl -0.0122 -0.2756 0.2048
C 0.9278 0.1285 0.4952
O -1.4694 -1.0128 0.2584
N -0.0941 0.3985 -0.3499
C 0.4705 -0.1741 0.2579
C -0.5823 -0.4799 -0.0661
H 0.2100 -0.0335 0.2325
H 0.0296 -0.6767 -0.0747
H -0.3027 0.0482 0.5399
H 0.2195 0.1710 -0.0966
H 0.2036 0.0661 -0.0615
H -0.0362 0.2453 0.0832
H 0.2065 0.3314 -0.0860
H 0.0312 -0.1892 -0.1793
H -0.0138 0.0425 -0.6086
C 0.6989 0.0375 0.0929
C -0.0900 0.1859 0.2550
N -0.8813 -0.6786 -0.9493
H -0.1015 0.4192 -0.0143
C 1.4257 -0.1977 0.2737
O -1.5695 1.1462 1.0123
H 0.4102 -0.0057 0.1483
H 0.5278 -0.0717 -0.0304
H -0.2156 -0.0500 0.3295
H -0.2398 -0.5790 -0.0325
H 0.1586 -0.2065 0.0628
H 0.2970 0.2244 0.0271
C -0.0408 0.4244 -0.2262
C -0.4228 -0.1498 0.5415
N 0.4348 -0.1071 1.3566
H 0.0521 -0.1426 -0.0025
C 0.2957 0.7198 -1.1477
O -0.5430 -1.2822 -0.1747
H -0.0999 0.0547 -0.2858
H 0.0721 0.8542 0.0773
H 0.0307 0.1278 0.3018
H -0.0946 -0.1682 0.3352
O -1.4555 -2.2386 0.8440
C -0.9979 1.8508 0.0341
C -0.9582 -0.3149 0.1570
C 0.5045 0.0981 -0.2420
H -0.3531 -0.7448 0.1715
C 0.3837 0.8205 -0.9522
H 0.3970 -1.0538 -0.2291
C -0.8858 -0.1537 0.4963
H -0.5322 -0.2236 -0.2147
C -0.0563 -0.4671 0.4056
C -0.2350 -0.3140 0.2514
H 0.8049 -0.4868 0.1527
H -0.0764 -0.1965 0.2408
H 0.3769 0.0663 0.0774
Si 3.7700 -1.7183 1.0613
Cl -1.3705 0.5845 -0.9891
C -0.3024 0.0543 -0.1276
C -1.1658 1.0555 -0.6738
C -1.5225 1.3147 0.0787
H -0.4545 0.3947 -0.1118
H 0.3099 -0.2268 -0.2475
H 0.3596 -0.1036 0.1737
H 0.1237 -0.0807 0.5350
H -0.0892 0.1003 -0.3892
H 0.0488 0.0582 -0.2145
H -0.2124 0.1865 -0.2892
H 0.1677 0.2143 0.9278
H -0.1456 0.3873 -0.2082
C -0.4073 -0.2526 -0.0392
Si 1.4645 -0.0673 -2.2961
C -0.6517 0.1428 0.4679
C 0.0531 0.5605 0.6134
H 0.0886 0.2304 0.1286
H 0.0824 0.0514 0.0866
H 0.1403 0.1205 -0.1214
H 0.0671 0.4343 0.1262
H -0.5325 0.2779 -0.0660
H 0.0779 -0.2846 0.3441
H 0.0564 -0.0677 0.4034
H 0.0519 0.2199 -0.0307
H -0.1604 -0.0214 -0.2090

Mulliken atomic charge list, values in e, 8 entries:
1. C -1.952
2. C 1.656
3. H 0.376
4. H 0.261
5. H 0.357
6. C -0.285
7. C -1.780
8. H 0.525